Entry 1:
{
  "formula": "C4H9NO2",
  "method": "ωB97M-V/def2-TZVPD",
  "de_lowest_kcal_mol": 119.1,
  "e_lumo_ev": -0.5,
  "gap_ha": 0.326,
  "total_energy_ha": -362.89575,
  "homo_energy_ev": -9.3,
  "symbols": ["C", "C", "C", "C", "N", "O", "O", "H", "H", "H", "H", "H", "H", "H", "H", "H"],
  "coordinates": [[0.1833, -0.1045, 0.3539], [-1.3037, 0.0415, 0.7441], [0.4845, 0.1360, -1.1747], [1.1686, 0.6458, 1.2384], [-0.3321, -0.5980, -2.0920], [0.1254, -1.4806, 0.6344], [-1.3078, -1.1734, 1.4408], [-1.9386, -0.0058, -0.1534], [-1.6287, 0.8774, 1.3775], [-1.2942, -0.2868, -2.1229], [-0.2980, -1.5953, -1.9172], [1.5286, -0.1382, -1.3376], [0.3735, 1.2068, -1.3613], [2.1853, 0.3251, 1.0165], [1.0918, 1.7193, 1.0687], [0.9620, 0.4308, 2.2846]],
  "forces_ev_per_angstrom": [[-0.85, 2.29, -0.95], [0.59, 1.42, -1.08], [-0.08, -0.20, 1.26], [-0.24, -0.34, -0.11], [-0.15, -0.22, -0.51], [-2.88, -1.06, 2.13], [3.14, -1.96, -1.07], [-0.04, 0.00, 0.28], [0.20, -0.13, -0.05], [0.12, -0.11, 0.05], [-0.12, 0.13, 0.04], [0.09, 0.11, -0.04], [0.13, -0.01, 0.00], [0.09, 0.01, -0.01], [0.01, 0.03, -0.01], [-0.01, 0.03, 0.09]]
}

---

Entry 2:
{
  "formula": "C3H13N2",
  "method": "ωB97M-V/def2-TZVPD",
  "de_lowest_kcal_mol": 7.8,
  "e_lumo_ev": [-7.8, -13.3],
  "charge": 2,
  "gap_ha": [0.461, 0.257],
  "spin_multiplicity": 2,
  "total_energy_ha": -230.84966,
  "homo_energy_ev": [-20.3, -20.3],
  "symbols": ["C", "N", "H", "H", "H", "H", "H", "H", "C", "C", "N", "H", "H", "H", "H", "H", "H", "H"],
  "coordinates": [[-2.7214, 0.6214, -0.3101], [-1.8143, 1.2650, 0.5652], [-3.1706, -0.2919, 0.1079], [-3.6501, 1.2179, -0.5293], [-2.3370, 0.4154, -1.3219], [-0.2655, -0.3725, -0.3536], [-2.2007, 1.2633, 1.5152], [-1.4625, 2.0693, 0.0321], [2.5256, 0.0187, 0.4931], [1.8376, -0.7411, -0.6095], [0.4042, -1.0927, -0.0839], [3.0978, -0.6229, 1.1624], [3.2296, 0.8000, 0.1922], [1.8166, 0.6592, 1.0268], [1.8566, -0.3481, -1.6283], [2.2083, -1.7529, -0.7740], [0.0930, -2.0037, -0.4115], [0.5528, -1.1045, 0.9270]],
  "forces_ev_per_angstrom": [[-0.33, -1.88, -0.42], [-2.85, 0.33, -1.86], [0.23, 0.18, 0.17], [0.27, 0.51, 0.29], [0.16, 0.38, 0.22], [0.12, -0.30, 0.20], [1.02, 0.58, 0.39], [0.92, 0.36, 1.27], [0.57, 1.03, 0.10], [0.11, -1.43, -0.32], [0.98, 0.71, -0.59], [-0.38, -0.06, 0.17], [0.09, -0.44, -0.66], [-0.19, -0.34, 0.35], [-0.69, 0.57, 0.35], [0.60, 0.12, 0.32], [-0.14, -0.15, -0.05], [-0.49, -0.18, 0.07]]
}

---

Entry 3:
{
  "formula": "C5H6BrNO2",
  "method": "ωB97M-V/def2-TZVPD",
  "de_lowest_kcal_mol": 106.5,
  "e_lumo_ev": [0.3, -0.6],
  "gap_ha": [0.323, 0.263],
  "total_energy_ha": -2973.14143,
  "homo_energy_ev": [-8.5, -7.8],
  "symbols": ["C", "C", "C", "C", "C", "N", "O", "O", "Br", "H", "H", "H", "H", "H", "H"],
  "coordinates": [[1.1790, -1.1717, 0.1811], [-2.4713, 0.1514, 0.3390], [0.7653, 0.1670, 0.3686], [1.7242, -2.3105, -0.4992], [-1.4439, 2.3243, 0.1369], [0.9809, -0.8400, 1.4065], [-2.0724, -0.6163, -0.4817], [-2.3693, 1.3402, 0.6973], [1.8024, 1.6507, 0.1054], [2.6548, -2.8344, -0.1179], [2.0187, -2.1806, -1.5713], [0.9936, -3.1565, -0.5661], [-0.4760, 1.9039, 0.3010], [-1.6183, 3.2688, 0.6253], [-1.6678, 2.3037, -0.9251]],
  "forces_ev_per_angstrom": [[0.00, 0.87, 1.27], [-1.03, -3.01, -0.16], [-0.14, -2.53, 0.14], [1.20, -3.06, -2.42], [-0.36, -1.07, -0.93], [-0.15, 0.40, -0.43], [0.53, 0.91, -0.17], [-0.26, 2.32, 1.29], [1.51, 1.41, -0.21], [-1.09, 1.14, 0.52], [-0.56, 0.61, 0.79], [0.19, 0.82, 0.33], [0.10, 0.53, 0.10], [-0.14, 0.07, 0.08], [0.22, 0.59, -0.19]]
}

---

Entry 4:
{
  "formula": "C5H24N2O7",
  "method": "ωB97M-V/def2-TZVPD",
  "de_lowest_kcal_mol": 46.9,
  "e_lumo_ev": 0.4,
  "gap_ha": 0.347,
  "smiles": "CNCC[C@H](N)C=O.O.O.O.O.O.O",
  "total_energy_ha": -841.07290,
  "homo_energy_ev": -9.1,
  "symbols": ["C", "N", "C", "C", "C", "N", "C", "O", "H", "H", "H", "H", "H", "H", "H", "H", "H", "H", "H", "H", "O", "H", "H", "O", "H", "H", "O", "H", "H", "O", "H", "H", "O", "H", "H", "O", "H", "H"],
  "coordinates": [[-2.5888, -1.8739, 0.7906], [-1.6479, -0.7966, 0.6054], [-1.1472, -0.1156, 1.7649], [0.2256, 0.5188, 1.5685], [0.1700, 1.9370, 1.0013], [0.4291, 1.8983, -0.4477], [1.2179, 2.7901, 1.7090], [2.2453, 3.0889, 1.1713], [-2.4770, -2.3179, 1.7783], [-2.4938, -2.6600, 0.0337], [-3.6165, -1.5894, 0.7844], [-1.9878, -0.1076, -0.0483], [-1.8603, 0.6105, 2.2005], [-1.1120, -0.7565, 2.6503], [0.7701, -0.1158, 0.9016], [0.6540, 0.5801, 2.5580], [-0.7789, 2.4468, 1.0990], [0.6740, 2.8802, -0.6547], [1.2716, 1.4269, -0.7987], [1.0052, 3.1735, 2.7292], [-2.1536, 1.3498, -1.5848], [-1.9916, 0.6400, -2.2347], [-1.2740, 1.6888, -1.3300], [0.0347, -1.6220, -1.5481], [-0.3783, -1.0899, -0.8430], [-0.3208, -1.2965, -2.3925], [2.6052, -1.6751, -0.6033], [2.4956, -2.4098, -1.2180], [1.7240, -1.3023, -0.4978], [2.4837, 0.6376, -2.2221], [3.2245, 1.1406, -1.8851], [2.6805, -0.2589, -1.8799], [0.2594, -2.8500, 2.6911], [1.1415, -2.7257, 3.0537], [0.4454, -3.0234, 1.7560], [-0.3088, 0.6142, -3.7498], [0.3155, -0.1138, -3.7241], [0.0642, 1.2787, -3.1840]],
  "forces_ev_per_angstrom": [[0.05, -0.69, 0.40], [0.65, 0.04, -0.46], [-0.72, 0.17, 1.72], [-1.82, 0.76, 0.71], [1.39, -0.41, -1.06], [0.14, 1.69, -0.42], [-0.25, 0.09, -0.13], [0.56, 0.23, -0.06], [0.45, -0.19, -0.02], [0.27, 0.13, 0.07], [-0.98, 0.66, -0.21], [-0.34, 0.20, -0.26], [0.07, 0.49, -0.64], [0.38, -0.75, -0.61], [0.77, -0.26, -0.10], [0.57, -0.28, 0.25], [-0.53, -0.18, 0.47], [-0.33, -0.49, -0.38], [-0.33, -0.35, 0.76], [-0.15, -0.31, 0.01], [-0.33, -0.46, -0.12], [0.08, 0.72, 0.20], [0.12, -0.32, -0.03], [0.13, -0.03, -0.69], [-0.61, -0.19, 0.17], [0.03, -0.06, 0.67], [0.73, 0.05, 0.13], [-0.26, 0.05, 0.14], [-0.23, -0.36, -0.31], [0.02, -0.44, 0.07], [0.32, 0.38, -0.05], [-0.17, 0.19, -0.02], [0.29, -0.08, -0.39], [0.03, 0.00, 0.20], [-0.25, 0.03, 0.16], [-0.68, -0.73, -0.51], [0.44, 0.22, -0.15], [0.48, 0.47, 0.49]]
}

---

Entry 5:
{
  "formula": "C15H29Cl5NO2P2S4ScSi",
  "method": "ωB97M-V/def2-TZVPD",
  "de_lowest_kcal_mol": 14.3,
  "e_lumo_ev": 0.0,
  "gap_ha": 0.306,
  "total_energy_ha": -6421.17583,
  "homo_energy_ev": -8.4,
  "symbols": ["Sc", "C", "C", "S", "C", "C", "S", "C", "C", "S", "H", "H", "H", "H", "H", "H", "H", "H", "H", "H", "H", "H", "C", "P", "C", "C", "C", "P", "C", "C", "H", "H", "H", "H", "H", "H", "H", "H", "H", "H", "H", "H", "H", "H", "H", "H", "S", "C", "N", "Cl", "C", "Cl", "C", "O", "O", "H", "Cl", "Si", "Cl", "Cl"],
  "coordinates": [[0.6750, -0.1867, -0.9623], [-2.0330, -1.2491, 3.5429], [-3.3520, -1.0699, 2.7925], [-3.2549, 0.0374, 1.3577], [-4.0039, -0.9800, 0.0743], [-3.3492, -2.3271, -0.2047], [-1.6001, -2.2769, -0.6899], [-0.8365, -3.4868, 0.4196], [-1.0615, -3.3223, 1.9183], [-0.5812, -1.6982, 2.5644], [-1.7485, -0.3165, 4.0352], [-2.1774, -1.9797, 4.3420], [-3.7281, -2.0350, 2.4536], [-4.0917, -0.6820, 3.4952], [-5.0579, -1.1503, 0.3053], [-3.9729, -0.3542, -0.8178], [-3.4504, -2.9952, 0.6501], [-3.8903, -2.7944, -1.0292], [-1.1598, -4.4877, 0.1265], [0.2265, -3.4185, 0.1779], [-2.1066, -3.4937, 2.1765], [-0.4804, -4.0905, 2.4308], [3.3848, 2.1256, -2.6093], [1.8885, 2.2580, -1.5880], [0.9998, 3.6485, -2.3651], [2.4862, 3.0413, -0.0402], [1.2936, 3.2777, 0.8829], [0.4516, 1.6927, 1.3115], [-1.0026, 2.3593, 2.1891], [1.5191, 1.1610, 2.6958], [3.8701, 3.0967, -2.7186], [3.1028, 1.7426, -3.5894], [4.0732, 1.4129, -2.1580], [1.6232, 4.5450, -2.3468], [0.0607, 3.8443, -1.8502], [0.7576, 3.3951, -3.3955], [3.0032, 3.9761, -0.2724], [3.2136, 2.3725, 0.4277], [0.5609, 3.9303, 0.4019], [1.5999, 3.7728, 1.8080], [-0.7003, 3.1702, 2.8547], [-1.4756, 1.5749, 2.7772], [-1.7363, 2.7267, 1.4718], [1.5159, 1.9164, 3.4840], [2.5378, 1.0146, 2.3371], [1.1814, 0.2073, 3.0970], [3.6789, -2.7531, 1.7193], [2.7110, -1.7125, 0.9967], [1.9923, -0.9397, 0.4602], [1.7342, -2.6232, -5.1019], [2.5655, -2.6723, -3.5378], [2.6203, -4.2977, -2.8649], [1.8313, -1.7179, -2.6083], [0.8032, -2.0776, -1.9863], [2.2638, -0.5449, -2.4860], [3.5801, -2.3240, -3.6880], [-2.4131, 2.4624, -2.2489], [-1.3303, 0.7081, -2.7062], [-0.3399, 1.1421, -4.5313], [-2.8716, -0.5543, -3.3808]],
  "forces_ev_per_angstrom": [[0.04, 0.02, 0.00], [-0.03, -0.02, 0.02], [-0.01, 0.00, 0.02], [-0.03, -0.04, 0.02], [-0.02, -0.03, -0.03], [-0.02, 0.01, 0.00], [-0.04, 0.06, 0.06], [0.02, -0.04, 0.02], [-0.01, 0.01, 0.00], [-0.01, -0.03, 0.01], [0.02, 0.00, -0.03], [0.01, -0.01, -0.01], [0.02, 0.02, -0.01], [-0.01, 0.01, -0.02], [0.01, 0.01, 0.01], [0.02, 0.00, -0.01], [0.04, 0.02, -0.01], [0.03, 0.01, -0.02], [-0.02, 0.01, -0.02], [-0.01, 0.01, 0.01], [0.01, 0.01, 0.00], [0.01, 0.02, 0.01], [0.00, 0.00, -0.02], [0.01, 0.04, -0.05], [0.00, 0.03, 0.03], [-0.02, 0.01, -0.04], [0.00, 0.01, 0.01], [-0.05, -0.01, 0.02], [-0.03, 0.01, 0.02], [0.00, -0.02, 0.02], [-0.01, 0.01, 0.01], [0.00, 0.00, 0.00], [0.00, 0.00, 0.00], [0.01, -0.01, 0.01], [0.00, 0.00, -0.01], [0.01, -0.02, 0.01], [0.00, 0.00, -0.01], [0.00, -0.03, -0.02], [-0.01, -0.01, -0.01], [-0.01, -0.01, 0.01], [0.02, 0.00, 0.00], [0.03, 0.03, -0.02], [0.00, -0.01, 0.01], [-0.01, 0.01, 0.00], [-0.01, 0.00, 0.00], [0.01, 0.01, 0.00], [-0.01, -0.02, 0.05], [-0.02, 0.06, -0.04], [0.11, -0.08, 0.10], [-0.01, 0.00, -0.03], [-0.06, 0.04, 0.05], [0.02, -0.03, 0.01], [0.05, 0.07, -0.03], [-0.02, -0.23, -0.07], [-0.05, 0.03, 0.01], [0.02, 0.00, -0.01], [0.00, 0.05, 0.02], [0.10, -0.03, -0.06], [-0.07, 0.05, 0.01], [-0.02, -0.01, 0.00]]
}

---

Entry 6:
{
  "formula": "C3H2N3PS",
  "method": "ωB97M-V/def2-TZVPD",
  "de_lowest_kcal_mol": 0.0,
  "e_lumo_ev": -0.4,
  "gap_ha": 0.312,
  "total_energy_ha": -1019.26059,
  "homo_energy_ev": -8.9,
  "symbols": ["C", "C", "C", "N", "N", "N", "P", "S", "H", "H"],
  "coordinates": [[-0.8995, -0.8075, -0.8626], [0.2380, -0.6583, -0.1034], [0.2724, 0.6245, 0.5295], [-1.7144, 0.2311, -0.7514], [2.5638, -0.2134, 0.8851], [-1.1449, 1.1750, -0.0523], [1.7728, 1.1129, 1.2878], [1.7876, -1.4030, 0.1005], [-0.9976, -1.7093, -1.4838], [-1.8783, 1.6480, 0.4505]],
  "forces_ev_per_angstrom": [[-1.14, -0.78, -0.97], [3.07, 2.50, 1.96], [-4.70, -0.44, -2.36], [0.28, -2.07, -1.17], [0.07, -0.71, 0.19], [3.46, -0.83, 2.07], [-0.25, 0.79, 0.03], [-0.45, -0.08, -0.42], [-0.87, 0.83, 0.18], [0.55, 0.79, 0.50]]
}

---

Entry 7:
{
  "formula": "C3H2ClFO",
  "method": "ωB97M-V/def2-TZVPD",
  "de_lowest_kcal_mol": 28.0,
  "e_lumo_ev": -0.5,
  "gap_ha": 0.344,
  "smiles": "O=C/C(Cl)=C/F",
  "total_energy_ha": -750.73232,
  "homo_energy_ev": -9.9,
  "symbols": ["O", "C", "C", "Cl", "C", "F", "H", "H"],
  "coordinates": [[2.3013, 0.0778, -0.4166], [1.2195, -0.3675, 0.1736], [-0.0370, 0.4629, 0.2300], [0.3195, 2.0572, -0.0294], [-1.2633, -0.1138, -0.0609], [-2.4108, 0.4362, -0.2488], [1.0878, -1.4211, 0.4664], [-1.2172, -1.1317, -0.1143]],
  "forces_ev_per_angstrom": [[-5.33, -2.38, 3.56], [3.53, 1.59, -3.58], [-1.24, -1.63, -1.47], [-0.27, 2.37, 0.16], [4.22, 1.73, 1.59], [-0.77, 0.96, -0.30], [0.47, 0.15, 0.07], [-0.60, -2.80, -0.04]]
}

---

Entry 8:
{
  "formula": "C4H8N2O",
  "method": "ωB97M-V/def2-TZVPD",
  "de_lowest_kcal_mol": 26.8,
  "e_lumo_ev": 1.0,
  "gap_ha": 0.388,
  "smiles": "C[C@@]1(C(N)=O)CN1",
  "total_energy_ha": -341.96099,
  "homo_energy_ev": -9.5,
  "symbols": ["C", "C", "C", "N", "O", "C", "N", "H", "H", "H", "H", "H", "H", "H", "H"],
  "coordinates": [[1.1879, 1.1873, 0.1969], [0.2373, 0.0237, 0.0524], [-0.7600, 0.1933, -1.0794], [-2.0409, -0.0725, -0.7337], [-0.4015, 0.5467, -2.1915], [0.6698, -1.3538, 0.3863], [-0.2818, -0.6451, 1.2449], [1.9959, 0.9555, 0.8997], [1.6205, 1.4360, -0.7750], [0.6499, 2.0693, 0.5641], [-2.2449, -0.3626, 0.2109], [-2.7633, 0.0005, -1.4325], [0.2585, -2.2006, -0.1586], [1.6912, -1.4895, 0.7383], [0.1813, -0.2883, 2.0772]],
  "forces_ev_per_angstrom": [[0.03, 0.03, 0.00], [0.11, 0.13, -0.11], [0.03, 0.04, -0.11], [-0.02, 0.01, -0.10], [-0.15, -0.09, 0.37], [0.15, -0.20, -0.14], [-0.03, 0.10, 0.22], [-0.13, -0.01, -0.09], [-0.04, -0.05, 0.13], [0.08, -0.11, -0.06], [0.05, 0.00, -0.14], [0.11, -0.03, 0.10], [0.03, 0.15, 0.09], [-0.17, 0.06, -0.05], [-0.06, -0.03, -0.12]]
}